Entry 1:
Molecular formula: C4H20O8
Method: DFT, wB97M-V/def2-TZVPD

Results
Net charge: +1
⟨S²⟩: 0.757
Orbital gap (alpha / beta) (eV): 8.285 / 1.604
Energy relative to the best compared isomer or geometry (same formula, charge and spin) (eV): 2.590
Highest occupied orbital energy (alpha / beta) (eV): -11.978 / -11.978
Spin multiplicity: 2
E_tot (eV): -20840.14545
Lowest unoccupied orbital energy (alpha / beta) (eV): -3.69 / -10.37

Each line ends with the Mulliken charge.
Atoms and positions in Å:
1 O -0.639 0.532 0.213  -0.600
2 H -1.121 -0.226 -0.119  0.222
3 H 0.060 0.670 -0.425  0.323
4 O -3.703 0.849 -1.900  -0.615
5 H -3.032 0.476 -1.328  0.366
6 H -4.395 0.187 -1.921  0.311
7 O -3.261 -0.960 0.093  -0.646
8 H -2.860 -1.571 -0.525  0.359
9 H -3.802 -1.511 0.658  0.248
10 O 1.429 2.320 -0.748  -0.655
11 H 1.006 2.721 0.011  0.310
12 H 1.261 2.930 -1.467  0.332
13 C 4.182 0.831 -1.959  -0.238
14 C 5.403 0.957 -2.922  -0.310
15 O 5.206 1.955 -3.950  -0.238
16 O 3.153 0.103 -2.581  -0.364
17 H 3.708 1.783 -1.717  0.382
18 H 4.408 0.244 -1.069  0.298
19 H 5.572 -0.002 -3.411  0.317
20 H 6.339 1.275 -2.464  0.357
21 H 4.323 1.708 -4.235  0.393
22 H 2.301 0.488 -2.364  0.389
23 C -1.999 -1.497 3.019  0.210
24 C -3.440 -1.427 3.364  -0.567
25 O -3.879 -2.171 4.548  -0.507
26 O -1.141 -0.928 4.037  -0.529
27 H -1.645 -0.936 2.154  -0.015
28 H -1.769 -2.529 2.753  0.283
29 H -4.060 -1.816 2.556  0.245
30 H -3.834 -0.416 3.474  0.346
31 H -3.556 -3.068 4.436  0.290
32 H -0.215 -0.971 3.787  0.302


Entry 2:
Molecular formula: C45H61Cl3CsGeI2N3O3PSi
Method: DFT, wB97M-V/def2-TZVPD

Results
Net charge: -2
⟨S²⟩: 0.751
Orbital gap (alpha / beta) (eV): 5.965 / 6.259
Energy relative to the best compared isomer or geometry (same formula, charge and spin) (eV): 0.000
Highest occupied orbital energy (alpha / beta) (eV): -2.793 / -3.086
Spin multiplicity: 2
E_tot (eV): -186273.78007
Lowest unoccupied orbital energy (alpha / beta) (eV): 3.17 / 3.17

Each line ends with the Mulliken charge.
Atoms and positions in Å:
1 Cs 0.055 0.855 -0.128  1.070
2 I -10.134 1.557 -0.931  -0.052
3 C -8.097 1.460 -1.416  -0.367
4 C -7.675 0.649 -2.457  -0.467
5 C -6.326 0.592 -2.762  -0.414
6 I -5.685 -0.606 -4.350  -0.039
7 C -5.319 1.309 -2.053  -0.195
8 O -4.086 1.266 -2.319  -0.277
9 C -5.832 2.150 -0.998  0.729
10 C -4.799 2.962 -0.260  -1.068
11 N -3.833 2.145 0.492  0.669
12 C -4.421 1.602 1.694  -0.558
13 C -3.501 0.706 2.488  0.428
14 C -3.969 0.100 3.653  -1.125
15 C -3.107 -0.686 4.392  -0.469
16 C -1.802 -0.853 3.953  -0.800
17 C -1.424 -0.236 2.772  0.862
18 N -2.261 0.519 2.050  0.201
19 C -7.173 2.211 -0.691  -0.314
20 H -8.386 0.071 -3.031  0.337
21 H -4.236 3.551 -0.983  0.059
22 H -5.279 3.656 0.435  0.590
23 H -3.541 1.412 -0.153  -0.329
24 H -4.695 2.443 2.345  0.322
25 H -5.358 1.055 1.503  0.366
26 H -4.995 0.256 3.964  0.464
27 H -3.447 -1.162 5.304  0.395
28 H -1.083 -1.444 4.505  0.574
29 H -0.390 -0.328 2.433  -0.840
30 H -7.504 2.855 0.117  0.371
31 O 2.791 -0.242 -0.492  0.177
32 H 3.636 0.223 -0.556  -0.011
33 H 2.528 -0.194 0.488  -0.123
34 C -1.630 3.963 -1.992  0.352
35 C -1.495 4.540 -0.596  -0.616
36 O -1.279 3.535 0.392  -0.521
37 H -1.894 4.747 -2.707  0.443
38 H -2.392 3.188 -2.044  -0.417
39 H -0.676 3.539 -2.310  -0.142
40 H -2.364 5.149 -0.315  0.275
41 H -0.625 5.200 -0.562  0.495
42 H -2.112 3.019 0.477  0.326
43 Cl 3.608 4.766 0.825  -0.515
44 Ge 2.703 3.484 -0.833  0.812
45 Cl 4.684 2.490 -1.511  -0.504
46 Cl 2.643 5.109 -2.460  -0.519
47 N 1.845 0.027 2.013  -0.624
48 P 2.835 -0.302 3.126  0.348
49 C 2.618 0.654 4.686  0.165
50 C 1.527 1.515 4.734  -0.436
51 C 1.287 2.287 5.863  -0.672
52 C 2.141 2.205 6.954  -0.443
53 C 3.241 1.355 6.911  -0.730
54 C 3.478 0.588 5.780  -0.064
55 C 4.622 -0.025 2.798  0.693
56 C 5.662 -0.803 3.301  -0.424
57 C 6.982 -0.488 3.002  -0.703
58 C 7.272 0.604 2.196  -0.417
59 C 6.242 1.384 1.685  -0.613
60 C 4.926 1.069 1.988  -0.601
61 C 2.825 -2.052 3.721  0.201
62 C 3.163 -3.031 2.783  -0.175
63 C 3.059 -4.377 3.091  -0.744
64 C 2.600 -4.772 4.344  -0.396
65 C 2.249 -3.812 5.279  -0.756
66 C 2.363 -2.460 4.968  -0.400
67 H 0.890 1.572 3.858  0.333
68 H 0.440 2.962 5.885  0.425
69 H 1.960 2.811 7.834  0.359
70 H 3.917 1.299 7.756  0.380
71 H 4.347 -0.060 5.744  0.366
72 H 5.442 -1.668 3.917  0.363
73 H 7.785 -1.104 3.392  0.374
74 H 8.302 0.841 1.957  0.368
75 H 6.447 2.227 1.039  0.399
76 H 4.120 1.673 1.587  0.402
77 H 3.491 -2.724 1.796  0.463
78 H 3.324 -5.123 2.351  0.400
79 H 2.510 -5.825 4.584  0.362
80 H 1.881 -4.112 6.253  0.391
81 H 2.083 -1.716 5.704  0.380
82 C 0.871 1.310 -3.803  -1.217
83 C -0.091 0.198 -4.281  3.456
84 C -1.506 0.785 -4.159  -1.999
85 C 0.165 -0.122 -5.759  -1.905
86 Si 0.151 -1.344 -3.139  -1.615
87 C 1.744 -2.354 -3.537  2.783
88 C 2.148 -3.218 -2.330  -1.913
89 C 1.561 -3.254 -4.768  -1.892
90 C 2.932 -1.416 -3.801  -2.136
91 C -1.423 -2.458 -2.988  3.048
92 C -1.123 -3.781 -2.273  -2.436
93 C -2.484 -1.740 -2.136  -1.744
94 C -2.025 -2.797 -4.362  -1.698
95 H 0.854 2.154 -4.500  0.484
96 H 1.902 0.989 -3.678  0.222
97 H 0.514 1.691 -2.843  -0.391
98 H -1.547 1.717 -4.734  0.637
99 H -1.777 1.039 -3.134  0.120
100 H -2.290 0.132 -4.543  0.028
101 H 0.002 0.786 -6.354  0.503
102 H -0.520 -0.887 -6.134  0.303
103 H 1.185 -0.458 -5.952  0.371
104 H 1.406 -3.973 -2.074  0.338
105 H 2.338 -2.594 -1.454  0.217
106 H 3.079 -3.744 -2.575  0.509
107 H 0.788 -4.010 -4.622  0.286
108 H 2.501 -3.783 -4.971  0.538
109 H 1.305 -2.684 -5.665  0.272
110 H 3.137 -0.783 -2.937  0.195
111 H 2.793 -0.781 -4.677  0.366
112 H 3.825 -2.028 -3.980  0.567
113 H -0.686 -3.622 -1.285  0.366
114 H -0.457 -4.434 -2.838  0.436
115 H -2.068 -4.319 -2.131  0.561
116 H -2.127 -1.577 -1.114  0.182
117 H -3.377 -2.372 -2.063  0.581
118 H -2.821 -0.783 -2.532  0.019
119 H -1.321 -3.345 -4.994  0.260
120 H -2.349 -1.912 -4.908  0.188
121 H -2.911 -3.429 -4.221  0.501


Entry 3:
Molecular formula: C4H8N3O2
Method: DFT, wB97M-V/def2-TZVPD

Results
Net charge: +1
Orbital gap (eV): 10.350
Energy relative to the best compared isomer or geometry (same formula, charge and spin) (eV): 6.234
Highest occupied orbital energy (eV): -13.660
E_tot (eV): -12831.03676
Lowest unoccupied orbital energy (eV): -3.31

Each line ends with the Mulliken charge.
Atoms and positions in Å:
1 C -0.316 -0.159 0.685  0.610
2 C 0.981 -0.629 -1.927  0.772
3 C 0.269 -1.038 2.886  -0.783
4 C 0.227 1.277 -3.230  -0.571
5 N -0.347 0.101 -0.775  -0.185
6 N -0.492 1.050 0.355  -0.546
7 N -0.148 -1.143 1.481  -0.261
8 O 1.403 -1.531 -1.381  -0.296
9 O 1.019 0.118 -2.849  -0.169
10 H 1.276 -1.401 2.904  0.323
11 H -0.460 -1.694 3.497  0.291
12 H 0.093 -0.085 3.509  0.331
13 H -0.825 0.968 -3.545  0.298
14 H 0.778 1.940 -4.020  0.273
15 H 0.200 1.885 -2.335  0.357
16 H -1.146 0.022 -1.286  0.235
17 H 0.117 -2.067 1.007  0.322